Entry 1:
# C5H7NO

C5H7NO in the gas phase in a non-equilibrium geometry (ωB97M-V/def2-TZVPD, the OMol25 dataset).

XYZ file:
```
14
Properties=species:S:1:pos:R:3:forces:R:3:nbo_charge:R:1
C -1.8312 -0.6965 0.3605 0.0 0.0 0.1 -0.61
C -0.6423 -0.0158 -0.3325 0.1 0.0 0.1 -0.41
C -0.6102 1.4577 -0.2755 0.3 1.1 0.2 0.27
N -0.2774 2.5466 -0.0517 -0.7 -1.0 -0.5 -0.30
C 0.7028 -0.1751 0.4589 0.2 -0.4 0.4 0.62
O 0.6861 -0.3423 1.6541 0.1 -0.1 -0.8 -0.52
C 1.9676 0.0198 -0.3633 0.0 0.0 0.0 -0.73
H -1.6974 -0.6001 1.4420 -0.1 0.0 -0.2 0.25
H -2.8052 -0.2817 0.0754 0.4 0.1 0.0 0.23
H -1.8486 -1.7633 0.1060 0.1 0.2 0.1 0.22
H -0.5142 -0.3564 -1.3721 0.0 0.2 0.3 0.25
H 2.5181 -0.9305 -0.4490 -0.3 0.3 0.1 0.25
H 2.6336 0.7503 0.1120 -0.2 -0.2 0.0 0.26
H 1.7183 0.3874 -1.3647 0.1 -0.1 0.2 0.22
```
Forces are in eV/Å.

Properties
- Structure (SMILES): CC(=O)[C@@H](C)C#N
- Highest occupied orbital energy: -10.2 eV
- HOMO-LUMO gap: 10.77 eV

=====

Entry 2:
# C2H3ClF2N2

C2H3ClF2N2 in the gas phase in a non-equilibrium geometry (ωB97M-V/def2-TZVPD, the OMol25 dataset).

XYZ file:
```
10
Properties=species:S:1:pos:R:3:forces:R:3:nbo_charge:R:1
C -0.3185 0.1923 -0.3550 -4.8 2.1 0.0 0.34
C 1.0195 0.0309 0.3480 -0.4 -1.2 -1.7 0.63
H -2.1352 -0.9808 -0.8324 0.9 0.7 0.4 0.40
H -1.1482 -1.5874 0.4702 -0.1 1.1 -2.2 0.40
H -0.0054 2.0690 -0.1144 -1.7 -0.9 -1.3 0.35
N -1.1783 -1.0599 -0.4662 2.3 1.3 1.6 -0.86
N -0.7972 1.4422 -0.5024 2.9 -3.5 0.9 -0.60
F 1.1816 1.0809 1.1025 1.1 1.1 1.1 -0.30
F 0.9386 -1.0403 1.1266 0.5 -0.7 0.6 -0.31
Cl 2.4431 -0.1468 -0.7769 -0.9 0.1 0.6 -0.05
```
Forces are in eV/Å.

Properties
- Structure (SMILES): [H]/N=C(/N)C(F)(F)Cl
- Highest occupied orbital energy: -10.1 eV
- HOMO-LUMO gap: 10.47 eV

=====

Entry 3:
# C30H26CaClN7S

C30H26CaClN7S as an isolated structure in a non-equilibrium geometry (ωB97M-V/def2-TZVPD, the OMol25 dataset).

XYZ file:
```
66
Properties=species:S:1:pos:R:3:forces:R:3:nbo_charge:R:1
Ca -0.0345 -0.0277 0.3115 -0.4 0.1 -1.0 1.71
S 2.6090 0.2967 0.7419 -0.1 0.0 0.1 -0.49
C 2.2369 0.1353 2.4257 0.3 0.1 0.5 0.09
N 3.0348 -0.5890 3.2041 -0.1 0.2 -0.3 -0.18
N 2.9527 -0.4809 4.5157 0.0 -0.2 0.1 -0.37
C 3.3202 -1.5540 5.3401 0.0 0.3 -0.1 0.23
C 3.7795 -2.7537 4.8079 0.0 -0.1 0.0 -0.27
C 4.1274 -3.7826 5.6699 0.0 0.0 0.0 -0.18
C 4.0157 -3.6334 7.0459 0.0 0.0 0.0 -0.24
C 3.5537 -2.4309 7.5640 0.0 0.0 0.0 -0.19
C 3.2081 -1.3906 6.7180 0.0 -0.1 0.1 -0.28
N 1.1630 0.6772 3.1169 -0.1 -0.3 0.1 -0.23
N 0.0953 0.9572 2.4999 0.2 -0.1 0.6 -0.36
C -1.0016 1.2594 3.3685 0.2 0.2 -0.4 0.18
C -0.9350 1.2617 4.7580 0.0 0.0 0.1 -0.23
C -2.0753 1.5392 5.4933 0.0 0.0 0.0 -0.20
C -3.2819 1.8198 4.8612 0.0 0.0 0.0 -0.21
C -3.3443 1.8233 3.4758 0.0 0.0 0.0 -0.20
C -2.2043 1.5500 2.7358 -0.1 0.0 0.0 -0.25
H 2.3490 0.2365 4.8975 -0.1 -0.1 0.0 0.38
H 3.8526 -2.8673 3.7361 0.0 0.0 0.0 0.24
H 4.4850 -4.7167 5.2557 0.0 0.0 0.0 0.22
H 4.2762 -4.4486 7.7076 0.0 0.0 0.0 0.21
H 3.4675 -2.2971 8.6347 0.0 0.0 0.0 0.21
H 2.8521 -0.4495 7.1220 0.0 0.0 0.0 0.21
H -0.0030 1.0319 5.2514 0.0 0.0 0.0 0.22
H -2.0245 1.5301 6.5745 0.0 0.0 0.0 0.22
H -4.1672 2.0260 5.4480 0.0 0.0 0.0 0.22
H -4.2780 2.0328 2.9688 0.0 0.0 0.0 0.21
H -2.2433 1.5552 1.6546 0.0 0.0 0.0 0.20
N -2.8228 2.7680 -0.6206 0.0 0.0 0.1 -0.58
C -3.3226 1.4773 -0.6943 0.0 0.1 -0.1 0.39
C -4.7220 1.3619 -0.7496 0.0 0.0 0.0 -0.29
C -5.2859 0.1138 -0.8128 0.0 0.0 0.0 -0.13
C -4.4543 -1.0033 -0.8293 0.0 0.0 0.0 -0.29
C -3.0979 -0.7933 -0.7817 0.0 0.1 -0.1 0.06
N -2.5142 0.4234 -0.7078 0.0 -0.3 0.2 -0.55
C -1.5405 3.2868 -0.4679 -0.2 -0.1 -0.2 0.40
C -1.4573 4.6753 -0.2875 0.0 0.0 0.0 -0.29
C -0.2211 5.2499 -0.1336 0.1 0.0 0.0 -0.13
C 0.9095 4.4394 -0.1854 -0.1 0.1 0.0 -0.29
C 0.7270 3.0924 -0.3839 0.0 -0.1 -0.1 0.06
N -0.4787 2.4938 -0.5165 0.4 0.1 0.2 -0.55
H -3.5410 3.4706 -0.5867 0.0 0.0 0.0 0.40
H -5.3380 2.2521 -0.7391 0.0 0.0 0.0 0.21
H -6.3621 0.0069 -0.8566 0.0 0.0 0.0 0.22
H -4.8479 -2.0079 -0.8718 0.0 0.0 0.0 0.23
H -2.4135 -1.6287 -0.8041 0.0 0.0 0.1 0.23
H -2.3593 5.2738 -0.2714 0.0 0.0 0.0 0.21
H -0.1351 6.3169 0.0254 0.0 0.0 0.0 0.22
H 1.9063 4.8375 -0.0660 0.0 0.0 0.0 0.23
H 1.5850 2.4344 -0.4202 0.0 0.0 0.0 0.23
Cl 4.7876 -2.8526 -3.5428 -0.1 0.0 0.0 -0.04
C 3.3649 -2.7813 -2.5247 0.1 0.0 0.0 -0.08
C 2.1441 -2.4385 -3.0708 -0.1 0.0 0.0 -0.24
C 1.0242 -2.3742 -2.2511 0.0 0.1 0.0 -0.23
C 1.0863 -2.6383 -0.8729 -0.2 -0.2 0.1 -0.03
C -0.0946 -2.4969 -0.0102 -0.1 0.1 0.1 -1.05
C 2.3483 -2.9974 -0.3674 0.0 0.1 0.0 -0.23
C 3.4689 -3.0672 -1.1712 0.0 0.0 0.0 -0.20
H 2.0664 -2.2286 -4.1298 0.0 0.0 0.0 0.22
H 0.0672 -2.1134 -2.6953 0.0 0.0 0.0 0.19
H -0.0023 -3.0418 0.9318 0.0 -0.1 0.0 0.20
H -1.0041 -2.8213 -0.5204 0.1 -0.2 0.0 0.18
H 2.4477 -3.2036 0.6921 0.0 0.0 0.0 0.21
H 4.4299 -3.3348 -0.7518 0.0 0.0 0.0 0.22
```
Forces are in eV/Å.

Properties
- Highest occupied orbital energy (spin up / spin down): -6.2 / -6.2 eV
- HOMO-LUMO gap (spin up / spin down): 5.20 / 5.28 eV

=====

Entry 4:
# C4H5NO

C4H5NO in the gas phase in a non-equilibrium geometry (ωB97M-V/def2-TZVPD, the OMol25 dataset).

XYZ file:
```
11
Properties=species:S:1:pos:R:3:forces:R:3:nbo_charge:R:1
O -0.4928 1.4316 -0.7546 0.4 0.2 0.3 -0.70
C -0.8433 0.2900 -0.0921 0.2 -0.3 0.7 0.16
C -0.3539 -1.0384 -0.5254 -0.1 -0.2 -0.2 -0.42
C 0.3005 -0.5097 0.7273 -0.4 0.5 0.0 -0.39
C 1.4114 0.3480 0.5512 0.7 0.9 -0.5 0.33
N 1.9533 1.2909 0.1346 0.6 -1.0 0.8 -0.39
H 0.4357 1.7177 -0.4497 -1.3 -0.1 -0.6 0.49
H -1.7581 0.3553 0.4898 0.0 0.0 -0.2 0.19
H -1.0013 -1.8923 -0.3695 0.0 0.0 -0.1 0.23
H 0.2521 -1.0676 -1.4231 -0.1 0.0 0.0 0.24
H 0.0963 -0.9255 1.7115 0.0 0.1 -0.3 0.26
```
Forces are in eV/Å.

Properties
- Structure (SMILES): N#C[C@@H]1C[C@@H]1O
- Highest occupied orbital energy: -10.2 eV
- HOMO-LUMO gap: 11.06 eV

=====

Entry 5:
# C10H20N4

C10H20N4 in the gas phase in a non-equilibrium geometry (ωB97M-V/def2-TZVPD, the OMol25 dataset).

XYZ file:
```
34
Properties=species:S:1:pos:R:3:forces:R:3:nbo_charge:R:1
N 0.4962 3.8333 -2.6075 1.3 0.0 0.0 -0.83
C 0.6999 2.6656 -2.0878 -1.0 2.7 -0.8 0.58
N -0.2888 1.7581 -1.9311 -1.8 -1.2 0.5 -0.87
N 1.9489 2.3191 -1.6077 -0.8 -1.2 -0.1 -0.63
N 0.8130 -0.0884 0.1894 -1.1 1.1 -0.5 -0.48
C 2.3197 0.8881 -1.5328 -0.5 1.0 0.2 -0.23
C 2.1705 0.3530 -0.1238 -1.1 0.4 0.1 -0.22
C 0.2546 0.3160 1.4947 0.6 -0.2 -0.8 -0.21
C 0.4873 -1.4461 -0.2686 0.0 0.3 1.7 -0.21
C -1.2197 0.0358 1.5991 -0.1 -0.1 0.7 -0.40
C -1.0124 -1.7374 -0.2569 0.4 1.0 0.6 -0.39
C -1.5078 -2.4368 2.2383 -0.2 -0.4 -0.2 -0.43
C -2.8102 -1.9465 1.6062 -0.1 -1.0 -0.6 -0.41
C -1.5015 -1.3711 1.1490 -1.0 -0.7 0.6 -0.07
H -0.4284 4.0645 -2.9719 0.2 -0.7 0.5 0.34
H -1.2752 2.1115 -1.8891 1.8 -0.4 -0.2 0.40
H -0.0678 1.0193 -1.2651 -0.4 0.0 0.2 0.41
H 2.6737 2.9481 -1.8845 0.1 0.3 -0.3 0.40
H 1.7797 0.2703 -2.2737 0.3 0.3 0.2 0.20
H 3.3645 0.8682 -1.7315 0.9 -0.2 -0.5 0.20
H 2.8347 -0.4559 -0.0245 1.1 -1.4 0.3 0.17
H 2.5218 1.1460 0.5451 -0.4 -0.2 0.1 0.21
H 0.3647 1.3859 1.6601 0.6 0.1 -0.2 0.21
H 0.8021 -0.2404 2.2515 0.0 0.0 0.7 0.17
H 0.9853 -2.1548 0.3927 0.1 -0.5 0.3 0.16
H 0.9103 -1.5981 -1.2165 0.5 -0.1 -1.5 0.20
H -1.8090 0.7142 0.9870 0.1 0.3 -0.2 0.21
H -1.5312 0.2442 2.6663 0.2 -0.5 -1.1 0.22
H -1.4745 -1.0668 -1.0108 -0.1 -0.5 0.3 0.21
H -1.2223 -2.7942 -0.4942 0.1 0.5 0.1 0.22
H -1.3187 -2.1479 3.2822 0.0 0.0 -0.6 0.22
H -1.1813 -3.4666 2.0150 -0.2 0.7 0.0 0.21
H -3.3003 -2.6260 0.8606 0.3 0.7 1.0 0.21
H -3.4779 -1.3642 2.2409 0.1 -0.1 -0.3 0.22
```
Forces are in eV/Å.

Properties
- Structure (SMILES): [H]/N=C(\N)NCCN1CCC2(CC1)CC2
- Highest occupied orbital energy: -8.1 eV
- HOMO-LUMO gap: 8.97 eV

=====

In order of appearance, total energy = -8835.3662, -23059.1724, -83759.0128, -7764.6422, -16654.0067 eV.
In order of appearance, relative energy (zero: lowest compared OMol25 entry of this formula, charge and spin) = 0.8366, 1.0525, 0.3064, 1.8843, 0.0000 eV.